Density functional theory data (the ωB97M-V functional and the def2-TZVPD basis) for C39H41FN7O4STi as an isolated structure at a distorted geometry.

XYZ file:
```
94
C39H41FN7O4STi | OMol25 | the ωB97M-V functional and the def2-TZVPD basis
Ti -0.06 -0.04 0.07
C -5.61 1.06 -2.04
C -5.69 0.58 -0.59
N -4.58 1.04 0.23
C -4.79 2.24 1.02
C -5.37 1.94 2.40
C -3.42 0.36 0.24
S -2.16 0.81 1.31
N -3.40 -0.74 -0.54
C -2.34 -1.17 -1.17
O -1.24 -0.51 -1.29
C -2.48 -2.45 -1.90
C -1.35 -3.20 -2.20
C -1.46 -4.40 -2.89
C -2.71 -4.85 -3.30
C -3.84 -4.10 -3.02
C -3.73 -2.91 -2.31
H -6.48 0.73 -2.59
H -4.71 0.67 -2.52
H -5.57 2.15 -2.08
H -5.69 -0.51 -0.57
H -6.62 0.93 -0.13
H -5.47 2.89 0.46
H -3.84 2.75 1.13
H -6.33 1.43 2.33
H -5.51 2.87 2.95
H -4.68 1.31 2.96
H -0.38 -2.84 -1.88
H -0.57 -4.98 -3.11
H -2.79 -5.77 -3.85
H -4.81 -4.43 -3.35
H -4.61 -2.32 -2.08
C 0.34 4.26 -0.51
C 1.38 4.29 -1.46
C 1.82 3.10 -1.99
C 1.23 1.89 -1.58
N 0.22 1.87 -0.65
C -0.19 3.05 -0.15
C 1.73 0.61 -2.01
C 2.52 0.41 -3.15
C 2.99 -0.84 -3.44
C 2.68 -1.91 -2.57
C 1.88 -1.67 -1.49
N 1.38 -0.45 -1.21
H -0.04 5.17 -0.07
H 1.85 5.22 -1.73
H 2.64 3.09 -2.68
H -0.98 3.00 0.59
H 2.74 1.24 -3.80
H 3.59 -1.02 -4.32
H 3.06 -2.91 -2.75
H 1.63 -2.46 -0.79
F -4.47 -3.32 3.57
C -3.17 -3.10 3.88
C -2.33 -2.63 2.90
C -0.97 -2.42 3.18
C -0.09 -1.86 2.22
O -0.46 -1.59 0.98
C 1.23 -1.50 2.66
C 1.67 -1.84 3.88
N 0.86 -2.53 4.77
C 1.41 -2.90 6.04
C 2.71 -3.64 6.06
C 1.45 -4.36 6.42
C -0.49 -2.72 4.49
C -1.37 -3.17 5.45
C -2.73 -3.37 5.16
N -3.58 -3.84 6.21
C -4.96 -3.44 6.24
C -5.48 -3.55 7.67
N -5.31 -4.97 8.12
C -3.87 -5.40 8.04
C -3.41 -5.23 6.60
C 1.93 -0.55 1.72
O 3.05 -0.72 1.30
O 1.13 0.44 1.40
H -2.71 -2.42 1.90
H 2.66 -1.58 4.24
H 1.23 -2.19 6.84
H 3.43 -3.40 6.83
H 3.16 -3.87 5.10
H 1.28 -4.61 7.46
H 1.05 -5.07 5.71
H -1.03 -3.36 6.46
H -5.60 -4.05 5.58
H -5.05 -2.40 5.92
H -6.53 -3.28 7.74
H -4.88 -2.92 8.33
H -5.84 -5.57 7.48
H -5.68 -5.11 9.06
H -3.78 -6.43 8.38
H -3.30 -4.74 8.70
H -3.99 -5.91 5.96
H -2.36 -5.50 6.52
```

Summary:
2S+1 = 3
net charge = +1
LUMO (spin up / spin down) = -2.85 / -2.85 eV

Here are the Löwdin charges for atoms 1 to 2, given in e: atom 1 (Ti): 0.917, atom 2 (C): -0.063

Density functional theory data (the ωB97M-V functional and the def2-TZVPD basis) for C39H41FN8O3SZr as an isolated structure at a distorted geometry.

XYZ file:
```
94
C39H41FN8O3SZr | OMol25 | the ωB97M-V functional and the def2-TZVPD basis
Zr 1.14 0.20 -0.34
N 2.03 -4.47 1.25
C 1.90 -3.17 0.93
S 2.60 -2.57 -0.50
N 1.20 -2.48 1.82
N 0.95 -1.19 1.54
C 0.60 -0.54 2.60
C 0.47 0.90 2.60
C 0.61 1.61 3.79
C 0.62 2.98 3.76
C 0.38 3.62 2.55
C 0.20 2.86 1.42
N 0.28 1.52 1.43
H 2.65 -5.04 0.71
H 1.68 -4.80 2.14
H 0.53 -1.08 3.53
H 0.75 1.06 4.72
H 0.78 3.56 4.67
H 0.34 4.70 2.48
H 0.00 3.32 0.47
O 3.78 -0.60 -3.71
C 2.81 -0.56 -2.97
N 2.77 -0.03 -1.73
C 4.10 0.41 -1.29
C 4.37 0.26 0.17
C 5.68 0.39 0.61
C 5.96 0.35 1.96
C 4.91 0.18 2.85
C 3.64 0.02 2.33
N 3.36 0.06 1.03
C 1.54 -1.20 -3.44
C 1.59 -2.06 -4.53
C 0.42 -2.58 -5.02
C -0.78 -2.19 -4.44
C -0.73 -1.34 -3.35
N 0.40 -0.86 -2.82
H 4.84 -0.15 -1.85
H 4.26 1.45 -1.56
H 6.47 0.51 -0.13
H 6.98 0.45 2.31
H 5.07 0.15 3.92
H 2.81 -0.15 3.00
H 2.56 -2.27 -4.95
H 0.43 -3.28 -5.85
H -1.73 -2.53 -4.81
H -1.65 -1.01 -2.88
C -2.98 2.31 2.79
C -3.10 1.62 1.42
C -4.48 2.02 0.86
C -2.96 0.10 1.54
C -3.76 -0.45 2.53
C -3.86 -1.81 2.72
C -3.21 -2.63 1.83
C -2.41 -2.16 0.79
C -2.15 -3.28 -0.24
C -0.76 -3.50 -0.79
C -3.20 -3.14 -1.36
C -2.16 -0.75 0.69
N -1.24 -0.15 -0.26
C -1.86 0.59 -1.25
C -3.22 0.52 -1.62
C -3.73 1.24 -2.68
C -2.94 2.10 -3.43
C -1.60 2.20 -3.10
C -1.13 1.46 -2.05
F 0.24 1.52 -1.80
H -2.72 3.36 2.66
H -2.24 1.84 3.42
H -3.94 2.29 3.31
H -2.34 2.00 0.75
H -5.28 1.55 1.45
H -4.60 1.73 -0.18
H -4.60 3.10 0.92
H -4.35 0.22 3.15
H -4.48 -2.22 3.51
H -3.37 -3.70 1.90
H -2.40 -4.20 0.29
H -0.21 -2.58 -0.86
H -0.79 -3.95 -1.78
H -0.21 -4.18 -0.14
H -3.03 -2.23 -1.95
H -4.21 -3.08 -0.94
H -3.15 -4.00 -2.03
H -3.86 -0.14 -1.05
H -4.79 1.13 -2.92
H -3.35 2.67 -4.25
H -0.91 2.83 -3.65
C 3.67 3.92 -0.24
C 2.35 3.27 -0.59
O 1.50 3.90 -1.20
O 2.25 2.04 -0.12
H 3.61 4.99 -0.44
H 4.46 3.48 -0.84
H 3.90 3.75 0.82
```

Summary:
LUMO = -0.66 eV

Here are the Löwdin charges for atoms 1 to 2, given in e: atom 1 (Zr): 1.890, atom 2 (N): 0.074

Density functional theory data (the ωB97M-V functional and the def2-TZVPD basis) for C39H42AsBF4N2O5SV as an isolated structure at a distorted geometry.

XYZ file:
```
96
C39H42AsBF4N2O5SV | OMol25 | the ωB97M-V functional and the def2-TZVPD basis
V 0.68 -0.58 -1.78
C -6.05 -2.57 3.12
C -5.18 -2.03 2.01
C -4.87 -2.81 0.90
C -4.05 -2.32 -0.12
C -3.53 -1.04 -0.01
C -3.84 -0.24 1.08
C -4.66 -0.74 2.08
S -2.36 -0.50 -1.21
O -2.92 -0.76 -2.50
O -1.99 0.87 -0.90
N -1.04 -1.33 -0.84
C -0.88 -2.78 -0.97
C 0.58 -2.95 -0.57
O 0.95 -4.31 -0.39
O 1.38 -2.16 -1.39
H -6.45 -3.55 2.87
H -6.89 -1.90 3.31
H -5.48 -2.66 4.04
H -5.28 -3.81 0.81
H -3.84 -2.92 -0.99
H -3.45 0.77 1.14
H -4.91 -0.11 2.93
H -1.02 -3.14 -1.99
H -1.54 -3.34 -0.31
F 0.29 -1.25 -5.64
B -0.30 -1.93 -4.61
F 0.45 -2.97 -4.12
F -1.62 -2.21 -4.75
F -0.26 -0.83 -3.42
O 0.95 0.31 -0.17
As 0.16 -0.03 1.30
C -0.17 -1.89 1.67
C 0.88 -2.66 0.94
C 0.93 -4.18 1.06
C -0.29 -4.75 1.73
C -1.23 -3.98 2.28
C -1.19 -2.50 2.25
C 1.67 0.29 2.48
C 2.42 1.43 2.23
C 3.52 1.72 3.03
C 3.86 0.86 4.07
C 3.11 -0.28 4.32
C 2.01 -0.56 3.52
C -1.02 1.31 1.97
C -1.24 2.48 1.27
C -1.99 3.49 1.87
C -2.51 3.30 3.14
C -2.27 2.12 3.84
C -1.51 1.12 3.25
H 1.86 -2.21 1.02
H 1.84 -4.61 1.47
H -0.37 -5.83 1.79
H -2.08 -4.44 2.77
H -2.02 -1.95 2.69
H 2.16 2.09 1.41
H 4.11 2.61 2.84
H 4.73 1.08 4.69
H 3.38 -0.94 5.13
H 1.42 -1.45 3.71
H -0.85 2.60 0.26
H -2.18 4.41 1.33
H -3.09 4.09 3.60
H -2.66 1.99 4.84
H -1.31 0.20 3.79
C 2.59 4.87 -0.41
C 1.82 3.91 -1.29
C 0.57 4.26 -1.82
C -0.14 3.37 -2.61
C -1.50 3.72 -3.16
C 0.41 2.12 -2.89
C 1.64 1.75 -2.35
C 2.34 2.66 -1.55
N 2.04 0.39 -2.49
C 3.43 0.02 -2.90
C 3.32 -1.21 -3.80
C 4.09 1.14 -3.70
C 4.25 -0.33 -1.65
H 2.12 5.86 -0.41
H 3.61 4.99 -0.76
H 2.63 4.52 0.62
H 0.15 5.23 -1.60
H -1.91 4.61 -2.68
H -2.20 2.89 -3.01
H -1.45 3.91 -4.24
H -0.12 1.44 -3.54
H 3.27 2.36 -1.09
H 2.77 -0.98 -4.71
H 2.80 -2.03 -3.29
H 4.32 -1.55 -4.06
H 3.41 1.52 -4.46
H 4.97 0.73 -4.20
H 4.42 1.98 -3.08
H 3.78 -1.16 -1.12
H 4.34 0.51 -0.97
H 5.26 -0.63 -1.95
```

Summary:
2S+1 = 2
LUMO (spin up / spin down) = -0.72 / -0.38 eV

Here are the Löwdin charges for atoms 1 to 2, given in e: atom 1 (V): 1.066, atom 2 (C): -0.049

Density functional theory data (the ωB97M-V functional and the def2-TZVPD basis) for C39H42B2Cl3N13O7PbSSe as an isolated structure.

XYZ file:
```
109
C39H42B2Cl3N13O7PbSSe | OMol25 | the ωB97M-V functional and the def2-TZVPD basis
Pb -0.10 0.26 -0.93
C -3.04 2.74 -0.71
C -3.25 1.64 0.28
C -4.28 1.54 1.23
C -4.02 0.38 1.92
N -2.91 -0.18 1.40
N -2.43 0.59 0.38
B -2.20 -1.51 1.73
N -0.82 -1.25 2.34
C -0.49 -1.41 3.64
C 0.72 -0.80 3.85
C 1.07 -0.26 2.60
C 2.27 0.57 2.24
N 0.14 -0.55 1.70
N -2.09 -2.24 0.30
C -3.14 -2.27 -0.51
C -2.78 -2.77 -1.75
C -1.42 -3.01 -1.67
C -0.55 -3.52 -2.76
N -1.02 -2.72 -0.40
N -2.97 -2.45 2.65
C -2.66 -3.76 2.80
C -3.49 -4.28 3.77
C -4.30 -3.19 4.17
C -5.39 -3.17 5.18
N -3.98 -2.10 3.49
H -4.00 3.06 -1.12
H -2.57 3.60 -0.23
H -2.41 2.43 -1.54
H -5.09 2.23 1.39
H -4.54 -0.10 2.73
H -1.14 -1.94 4.32
H 1.27 -0.73 4.77
H 3.17 0.14 2.68
H 2.41 0.64 1.16
H 2.16 1.58 2.63
H -4.09 -1.89 -0.17
H -3.40 -2.86 -2.62
H -0.76 -4.57 -2.95
H -0.78 -2.96 -3.67
H 0.51 -3.39 -2.55
H -1.87 -4.22 2.24
H -3.51 -5.29 4.14
H -5.38 -4.08 5.78
H -5.29 -2.31 5.85
H -6.37 -3.10 4.70
Cl 5.74 1.15 -2.95
C 4.18 1.64 -2.30
Cl 4.45 2.72 -0.91
Cl 3.28 2.53 -3.56
C 3.30 0.41 -1.87
O 3.63 -0.70 -2.26
O 2.31 0.75 -1.15
C 1.26 -5.93 1.05
C 1.61 -4.50 1.43
C 2.20 -4.43 2.82
O 0.33 -3.77 1.43
B 0.26 -3.17 0.21
O 1.39 -3.20 -0.53
C 2.44 -3.75 0.33
C 3.32 -4.65 -0.52
C 3.23 -2.58 0.86
H 0.53 -6.31 1.76
H 2.15 -6.57 1.09
H 0.84 -5.99 0.05
H 1.57 -4.98 3.51
H 2.27 -3.40 3.16
H 3.19 -4.88 2.83
H 2.74 -5.39 -1.06
H 4.05 -5.16 0.11
H 3.85 -4.03 -1.24
H 2.62 -1.96 1.51
H 3.56 -1.97 0.01
H 4.11 -2.92 1.42
O 2.27 10.91 -1.52
S 1.11 10.05 -1.53
O 0.93 9.28 -2.75
O -0.11 10.64 -0.99
C 1.48 8.80 -0.26
N 2.03 9.22 0.88
C 2.25 8.31 1.81
C 1.92 6.97 1.65
C 1.34 6.64 0.44
N 1.13 7.54 -0.51
C 0.91 5.25 0.12
C 0.58 4.33 1.11
C 0.17 3.07 0.74
N 0.09 2.68 -0.53
C 0.42 3.55 -1.49
C 0.81 4.85 -1.21
H 2.72 8.66 2.72
H 2.13 6.24 2.42
H 0.60 4.60 2.16
H -0.13 2.33 1.49
H 0.35 3.20 -2.51
H 1.05 5.55 -2.00
Se -3.01 0.30 -3.55
N -1.27 -0.10 -3.10
C -0.60 -0.23 -4.28
C 0.75 -0.58 -4.39
C 1.33 -0.71 -5.64
C 0.58 -0.51 -6.80
C -0.76 -0.18 -6.73
C -1.39 -0.04 -5.47
N -2.70 0.25 -5.32
H 1.35 -0.76 -3.51
H 2.38 -0.96 -5.71
H 1.05 -0.61 -7.77
H -1.36 -0.03 -7.62
```

Summary:
2S+1 = 2
net charge = -1
LUMO (spin up / spin down) = 1.31 / 1.30 eV

Here are the Löwdin charges for atoms 1 to 2, given in e: atom 1 (Pb): 1.503, atom 2 (C): -0.048

Density functional theory data (the ωB97M-V functional and the def2-TZVPD basis) for C39H43ClMgP2Si2 as an isolated structure at a distorted geometry.

XYZ file:
```
88
C39H43ClMgP2Si2 | OMol25 | the ωB97M-V functional and the def2-TZVPD basis
C -0.07 2.88 3.08
C 0.92 2.51 2.15
C 0.49 2.94 0.87
H 1.87 2.03 2.36
C -0.83 3.50 1.01
C -1.14 3.49 2.40
H -1.99 3.96 2.86
H 0.00 2.75 4.15
H 1.11 2.99 -0.01
H -1.43 3.92 0.21
Mg -0.98 1.32 0.55
Si -0.23 -3.33 -0.73
C 1.45 -2.90 0.07
C 2.30 -4.04 0.12
H 1.88 -5.03 -0.01
C 3.67 -3.89 0.27
H 4.34 -4.76 0.20
C 4.23 -2.63 0.48
H 5.32 -2.50 0.56
C 3.39 -1.52 0.59
H 3.80 -0.55 0.86
C 2.03 -1.64 0.30
H 1.40 -0.73 0.24
C 0.47 1.22 -2.01
C 1.60 2.06 -2.11
H 2.60 1.68 -1.85
C 1.41 3.41 -2.49
H 2.28 4.06 -2.54
C 0.11 3.87 -2.75
H 0.00 4.85 -3.21
C -1.00 3.13 -2.38
H -2.00 3.52 -2.54
C -0.84 1.83 -1.85
H -1.72 1.18 -1.68
H -0.24 -2.05 -1.87
Si 0.28 -0.36 -2.92
C -0.19 0.08 -4.74
C 0.79 0.13 -5.76
H 1.78 -0.29 -5.57
C 0.57 0.76 -6.99
H 1.38 0.83 -7.73
C -0.66 1.35 -7.25
H -0.81 1.94 -8.15
C -1.71 1.20 -6.33
H -2.70 1.61 -6.55
C -1.48 0.55 -5.09
H -2.30 0.47 -4.37
C 1.78 -1.44 -3.25
C 3.07 -0.93 -3.17
H 3.23 0.14 -2.99
C 4.18 -1.77 -3.33
H 5.19 -1.36 -3.25
C 3.98 -3.13 -3.62
H 4.84 -3.78 -3.80
C 2.69 -3.65 -3.72
H 2.51 -4.71 -3.95
C 1.58 -2.80 -3.55
H 0.56 -3.19 -3.61
H -0.33 -4.77 -0.63
Cl -2.12 -2.92 0.13
C -4.30 -0.60 2.42
P -3.17 0.85 2.49
C -4.39 2.18 2.70
C -2.66 0.65 4.27
C -3.49 0.98 5.35
C -3.04 0.78 6.66
C -1.79 0.21 6.90
C -0.98 -0.19 5.82
C -1.40 0.04 4.51
P -0.48 -0.58 3.02
C 1.21 -0.48 3.72
C -0.80 -2.36 3.33
H -4.41 -0.88 1.36
H -5.27 -0.29 2.83
H -3.90 -1.44 3.00
H -5.30 1.76 3.13
H -3.98 2.97 3.34
H -4.60 2.58 1.70
H -4.49 1.37 5.18
H -3.68 1.07 7.50
H -1.43 0.06 7.92
H -0.03 -0.69 6.02
H 1.34 -1.25 4.49
H 1.93 -0.65 2.91
H 1.38 0.51 4.15
H -0.44 -2.60 4.33
H -1.87 -2.57 3.26
H -0.26 -2.97 2.58
```

Summary:
LUMO (spin up / spin down) = -0.58 / -0.58 eV

Here are the Löwdin charges for atoms 1 to 2, given in e: atom 1 (C): -0.161, atom 2 (C): -0.166